A 3-piece molecular cluster, C22H57O17P4S2Si overall at a distorted geometry. Source: the Open Molecules 2025 dataset; level of theory: ωB97M-V with the def2-TZVPD basis set.

E_HOMO in Ha: -0.134
Frontier orbital gap in eV: 4.9
Multiplicity: 1
Net charge: -1

Geometry (Å):
O  -5.7766  -3.8653  5.1346
C  -2.0386  -5.5388  2.8979
O  3.2317  1.0035  1.3053
C  2.2550  5.2791  -2.1924
H  1.2707  4.8909  -1.9324
O  -7.6927  -5.6781  4.4815
H  6.0644  5.0157  1.4227
H  5.1856  6.3018  2.2680
H  -2.6388  -5.8890  -0.7329
H  2.2297  -2.6109  1.1314
H  1.7178  -1.8650  2.6236
H  2.6560  2.6396  -7.1092
C  -6.5632  -2.3629  -0.2053
H  3.0374  2.2694  5.1827
H  6.7975  3.4589  -0.3420
H  1.6808  7.3615  -2.3144
S  -7.7121  -5.5225  1.1008
H  -5.8213  -6.1448  2.6501
H  2.9983  4.6616  -1.6856
O  0.1201  -4.4206  2.4127
O  -4.3021  -4.6387  2.9076
H  -8.5789  -5.4984  -1.0898
H  1.4548  1.8333  2.6101
C  -0.5938  -3.2787  -0.2796
H  5.2878  3.8175  -6.1068
H  3.0586  8.5792  -5.5199
C  -3.8755  -6.0237  1.0786
H  -0.8403  -5.7652  1.0810
O  4.6415  4.1533  -3.8645
C  2.6564  1.6157  4.3953
O  3.5687  4.9618  -5.8518
C  2.3661  6.7290  -1.7499
C  1.4166  -2.0321  1.5821
P  3.8582  5.3429  -4.2849
H  7.2589  1.9798  -1.2071
C  3.5264  2.6077  -6.4515
H  3.1543  2.4074  -5.4471
O  3.1264  3.0738  2.5049
O  -7.9865  -6.8713  1.5674
O  -6.8999  -1.9835  2.3402
C  6.2236  1.6263  0.6532
C  -3.2027  -5.0417  2.0738
H  -2.2385  -7.2646  0.3745
H  -7.3149  -6.7116  -0.9666
H  -6.7048  -1.2827  -0.3076
H  4.0194  5.8074  0.2178
C  4.2839  3.9199  -6.5152
H  1.0256  7.3746  -4.6888
H  2.1398  6.8248  -0.6878
P  3.7484  2.3852  1.1574
C  3.9425  5.0811  1.0281
O  3.7299  6.9306  -4.5750
P  -6.9744  -4.2402  4.0143
S  -5.9461  -2.6317  1.4605
C  -7.5736  -5.6895  -0.6978
H  5.5834  2.5353  -1.2120
H  -4.1162  -6.9051  1.6987
O  5.3273  2.2773  1.5600
H  -3.6839  -7.2931  -0.6044
H  4.1632  1.7768  -6.7582
H  -5.7174  -4.6087  5.7502
Si  -0.1926  -3.0192  1.5420
H  -1.1890  -4.1621  -0.5159
H  1.8923  0.9654  4.8226
H  3.0149  5.3104  1.5519
H  -5.8296  -2.6747  -0.9509
O  -4.9807  -5.2865  0.6320
H  5.0733  4.6358  2.8250
H  -2.2695  -1.6605  1.6586
C  -1.4810  -1.9059  2.3711
H  4.3970  4.2264  -7.5574
O  -4.6573  -1.9681  1.6268
P  -5.7906  -4.8172  2.0713
H  -0.1445  -6.4178  2.5417
C  2.0868  2.4386  3.2569
H  -6.8974  -4.9649  -1.1459
C  5.1363  5.2621  1.9381
H  3.4924  0.9989  4.0659
H  5.8303  0.6394  0.3937
H  -2.2570  -6.5953  3.1213
H  1.4561  3.2336  3.6596
C  1.4861  7.1534  -5.6512
H  1.3132  6.1016  -5.8674
O  2.3909  5.1271  -3.6122
H  -7.5422  -2.8199  -0.3500
O  -8.7736  -4.5932  1.4642
H  -0.9997  -0.9701  2.6670
H  3.4216  7.2603  -6.6004
O  3.8302  3.8069  0.3810
H  -1.9392  -5.0482  3.8662
H  -1.8738  -2.4364  3.2404
H  -3.0515  -4.1339  1.4605
C  -3.0289  -6.6292  -0.0284
H  -1.2021  -2.4172  -0.5833
H  1.3125  -1.0511  1.1149
H  -7.0215  -6.2402  4.9063
H  0.2922  -3.2465  -0.9202
C  2.9578  7.4995  -5.6449
H  0.9805  7.7385  -6.4217
H  3.3753  7.1145  -1.9172
C  -0.6953  -5.5565  2.1433
C  6.4831  2.4472  -0.5993
H  7.1568  1.4780  1.1963